(1)
Below is a molecular structure, C8H13NS, with properties calculated with wB97M-V/def2-TZVPD.

Computed properties:
Energy relative to the best compared isomer or geometry (same formula, charge and spin) (kJ/mol): 400.2

Structure (XYZ):
```
23
Properties=species:S:1:pos:R:3:nbo_charge:R:1
C 0.06159 1.47046 1.57967 -0.022
C -1.31610 0.14215 1.67812 -0.307
C -1.36847 1.75350 -1.31185 -0.660
C 0.60551 0.05196 -1.60396 -0.505
C -0.23330 0.36839 0.70844 0.065
C 0.44523 -0.57269 -0.15494 -0.136
C 1.91506 -0.73543 0.35529 -0.581
C -0.23263 -1.93124 -0.37385 -0.604
N -0.94156 1.33463 2.38585 -0.363
S -0.96721 0.56011 -2.36736 0.381
H 0.67960 2.41916 1.62735 0.194
H -2.43204 0.09178 1.27205 0.202
H -1.30006 -0.75604 2.37635 0.199
H -2.40008 2.13277 -1.49274 0.220
H -0.65396 2.44272 -0.82138 0.213
H 1.18612 0.90060 -1.48171 0.202
H 1.16760 -0.50727 -2.24958 0.220
H 1.98388 -0.76808 1.41338 0.218
H 2.49490 0.11859 -0.06374 0.208
H 2.32447 -1.64767 -0.01075 0.212
H 0.32745 -2.40435 -1.16878 0.206
H -1.21838 -1.95741 -0.78810 0.228
H -0.12762 -2.50664 0.49224 0.211
```

=====

(2)
Below is a gas-phase ion, C7H13N4 (charge +1), with properties calculated with wB97M-V/def2-TZVPD.

Computed properties:
Charge: +1
Energy relative to the best compared isomer or geometry (same formula, charge and spin) (kJ/mol): 373.7
SMILES: CC1(C)c2cnnn2C[C@@H]1[NH3+]

Structure (XYZ):
```
24
Properties=species:S:1:pos:R:3:nbo_charge:R:1
C -1.08749 -1.70775 0.14681 -0.610
C -0.52109 -0.26910 -0.18630 -0.055
C -1.20864 0.50844 -1.35502 -0.641
C -0.59883 0.48181 1.12137 0.089
C -1.39805 1.08402 2.09847 -0.115
N -0.56865 1.87715 2.85068 -0.191
N 0.64356 1.75836 2.46083 -0.038
N 0.59574 0.96407 1.40571 -0.181
C 1.56602 0.86760 0.39043 -0.232
C 1.00710 -0.44410 -0.33274 -0.074
N 1.55486 -0.79734 -1.70708 -0.681
H -0.85324 -2.41722 -0.68388 0.195
H -2.15579 -1.76020 0.38958 0.257
H -0.53271 -2.01042 1.09894 0.225
H -1.45085 -0.25574 -2.16008 0.227
H -0.45955 1.19236 -1.80746 0.195
H -1.95885 1.22625 -0.88872 0.284
H -2.53022 0.96381 2.24674 0.248
H 2.57041 0.78768 0.72377 0.241
H 1.61276 1.84348 -0.13895 0.230
H 1.05702 -1.27909 0.36152 0.253
H 1.06444 -1.61243 -1.92982 0.441
H 2.58249 -0.86382 -1.70733 0.471
H 1.06956 -0.13784 -2.39746 0.462
```

=====

(3)
Below is a molecular structure, C11H14MoN2OP, with properties calculated with wB97M-V/def2-TZVPD.

Computed properties:
Electronic energy (hartree): -1021.45166
2S+1: 3
Charge: +1

Structure (XYZ):
```
30
Properties=species:S:1:pos:R:3:nbo_charge:R:1
C -2.40829 -1.51081 -1.60502 -0.331
C -3.60198 -0.87093 -2.01182 -0.303
C -4.25777 0.18194 -1.35049 -0.137
C -3.65579 0.77063 -0.22113 -0.305
C -2.50435 0.31227 0.43391 -0.417
Mo -1.47472 0.18361 -1.23592 0.716
P 0.32750 -1.44080 -2.11537 0.167
H -2.20096 -2.50722 -2.01357 0.223
H -4.10986 -1.30949 -2.87690 0.246
H -5.25568 0.49312 -1.70992 0.255
H -2.35695 0.60642 1.46601 0.223
H -4.23830 1.57355 0.18831 0.233
H 1.46292 -0.87193 -2.77468 0.057
H -0.06624 -2.29307 -3.17636 0.051
H 0.95090 -2.51546 -1.41518 0.073
N 4.52095 -0.20637 2.11988 -0.791
C 3.46947 -0.73389 1.42762 0.643
O 3.49034 -1.83462 0.87538 -0.587
C 2.30210 0.16606 1.36632 -0.164
C 2.30757 1.49805 1.80573 -0.099
C 1.20633 2.27878 1.48087 -0.230
C 0.20346 1.78337 0.64297 0.064
N 0.26277 0.52303 0.14802 -0.463
C 1.18972 -0.33691 0.68068 0.111
H 5.34204 -0.75486 2.25102 0.421
H 4.47054 0.66815 2.60319 0.391
H 3.15188 1.91547 2.35836 0.228
H 1.08206 3.29224 1.82725 0.248
H -0.69922 2.35039 0.37258 0.228
H 1.08956 -1.41070 0.45827 0.250
```

=====

(4)
Below is a molecular structure, C36H39IrN6P2Se2, with properties calculated with wB97M-V/def2-TZVPD.

Computed properties:
Energy relative to the best compared isomer or geometry (same formula, charge and spin) (kJ/mol): 0.0

Structure (XYZ):
```
86
Properties=species:S:1:pos:R:3:mulliken_charge:R:1
Ir -0.41415 -0.00834 -0.64068 0.520
Se 5.86222 2.23177 -2.45908 -0.314
P 5.47523 1.15664 -0.69736 0.468
C 5.59455 2.15160 0.81912 0.385
C 6.45086 3.24672 0.84816 -0.800
C 6.52726 4.03719 1.98466 -0.670
C 5.73537 3.74666 3.08874 -0.586
C 4.88544 2.64898 3.06674 -0.784
C 4.82530 1.84370 1.93829 0.062
C 6.57219 -0.26088 -0.43548 0.651
C 6.83284 -1.09222 -1.52192 -0.396
C 7.65878 -2.19186 -1.36961 -0.760
C 8.23667 -2.46352 -0.13550 -0.463
C 7.98680 -1.63244 0.94493 -0.754
C 7.15288 -0.53146 0.79792 -0.223
C 3.83038 0.42075 -0.64060 -0.015
C 2.54608 0.94651 -0.65870 0.554
N 1.70959 -0.11507 -0.71814 0.067
N 2.43173 -1.22656 -0.74773 -0.947
N 3.70266 -0.92855 -0.71439 -0.212
P 1.71551 2.51057 -0.54467 0.215
Se -0.19674 2.23169 -1.51484 -0.397
C 2.68248 3.82513 -1.29108 0.602
C 3.60428 4.55708 -0.54421 -0.088
C 4.39124 5.51120 -1.16685 -0.689
C 4.26344 5.73313 -2.53063 -0.571
C 3.34718 5.00437 -3.27439 -0.761
C 2.55796 4.04724 -2.65954 -0.765
C 1.45622 2.86430 1.21476 1.135
C 1.37888 1.78921 2.09947 -0.156
C 1.06524 2.00671 3.43122 -0.910
C 0.82764 3.29618 3.88876 -0.630
C 0.88316 4.36451 3.00528 -0.925
C 1.18726 4.15034 1.66892 -0.272
H 7.02867 3.48508 -0.03726 0.435
H 7.19329 4.89060 2.00488 0.426
H 5.78125 4.37715 3.96773 0.412
H 4.26142 2.42263 3.92192 0.446
H 4.15882 0.99101 1.92090 0.589
H 6.39707 -0.86388 -2.48629 0.374
H 7.85913 -2.83437 -2.21714 0.404
H 8.88864 -3.32020 -0.02087 0.379
H 8.44611 -1.83178 1.90452 0.402
H 6.97364 0.11647 1.64540 0.329
H 3.71258 4.38476 0.51824 0.339
H 5.10973 6.07381 -0.58537 0.456
H 4.88366 6.47412 -3.01821 0.377
H 3.25098 5.17456 -4.33831 0.402
H 1.84537 3.47114 -3.23601 0.368
H 1.53051 0.77896 1.74044 0.393
H 0.99782 1.16655 4.11032 0.464
H 0.58414 3.46582 4.92976 0.453
H 0.67704 5.36888 3.35152 0.454
H 1.19625 4.98766 0.98307 0.553
C -3.99479 0.28747 1.48847 -1.887
C -2.85038 0.99194 0.74261 1.778
C -2.03101 1.79529 1.75863 -1.321
C -3.47093 1.89635 -0.32364 -1.515
N -2.03258 -0.06936 0.15787 -0.363
H -4.66093 1.00702 1.97086 0.398
H -3.58572 -0.37954 2.24876 0.375
H -4.57750 -0.31731 0.79186 0.413
H -2.68909 2.48278 2.29687 0.507
H -1.24109 2.36604 1.27357 0.068
H -1.57345 1.12067 2.48579 0.390
H -4.21245 2.55243 0.13917 0.395
H -3.97589 1.29245 -1.07947 0.385
H -2.73703 2.52802 -0.81858 0.155
N -0.34338 -2.05358 -0.25070 -0.596
C -0.01592 -3.13418 -0.03567 0.601
N 0.45443 -4.34299 0.16469 0.057
C -0.33481 -5.36961 0.84435 -0.739
C -0.11100 -6.71177 0.16288 -0.589
C 1.38007 -7.02764 0.06639 -0.643
C 2.13169 -5.90999 -0.65272 -0.666
C 1.89832 -4.57423 0.03530 -0.402
H -1.38109 -5.07084 0.81708 0.429
H -0.02422 -5.42388 1.89538 0.312
H -0.54779 -6.67630 -0.83890 0.300
H -0.63615 -7.48866 0.72142 0.346
H 1.53140 -7.97871 -0.44639 0.320
H 1.78976 -7.14711 1.07609 0.303
H 1.79062 -5.83932 -1.68931 0.324
H 3.20311 -6.11572 -0.67545 0.324
H 2.32554 -3.73830 -0.51634 0.307
H 2.34679 -4.58058 1.03654 0.205
```

=====

(5)
Below is 2 unconnected molecules or ions with the total composition C10H18S, with properties calculated with wB97M-V/def2-TZVPD.

Computed properties:
Energy relative to the best compared isomer or geometry (same formula, charge and spin) (kJ/mol): 495.9

Structure (XYZ):
```
29
Properties=species:S:1:pos:R:3:nbo_charge:R:1
C 0.70942 1.04133 -0.36955 -0.232
C 1.77967 1.82683 -0.17205 -0.149
C 0.46200 -0.28370 0.11008 -0.159
C -0.55773 -1.05543 0.17429 0.189
C 1.85228 3.11626 -1.02688 -0.635
C -0.94279 -2.44299 0.32756 -0.709
C 2.81884 -1.10876 -0.75412 -0.605
C -2.69903 0.88518 0.94548 -0.662
C 1.81003 -1.03589 0.41462 -0.408
C -2.39658 0.22094 -0.36243 -0.417
S -3.65912 -0.75224 -1.03910 0.011
H -0.20372 1.42269 -0.75595 0.198
H 2.76031 1.66771 0.22105 0.203
H 2.00513 3.91963 -0.30776 0.214
H 0.83022 3.14791 -1.56982 0.211
H 2.74477 2.91255 -1.70694 0.217
H -0.63976 -2.92993 -0.64447 0.242
H -0.61752 -2.82894 1.22348 0.227
H -2.12764 -2.44236 0.41696 0.227
H 2.41282 -1.72712 -1.61380 0.204
H 3.65108 -1.64853 -0.38362 0.210
H 3.12055 -0.18383 -1.13801 0.208
H -3.31076 0.21844 1.63687 0.221
H -1.75820 1.27782 1.30508 0.227
H -3.37959 1.78509 0.87785 0.209
H 1.61453 -1.99041 0.87990 0.203
H 2.13920 -0.43551 1.28611 0.202
H -1.82411 0.56637 -1.23528 0.237
H -4.11413 -1.62898 0.09854 0.115
```

=====

(6)
Below is 2 unconnected molecules or ions with the total composition C2H4NO2, with properties calculated with wB97M-V/def2-TZVPD.

Computed properties:
Charge: -1
Energy relative to the best compared isomer or geometry (same formula, charge and spin) (kJ/mol): 488.1

Structure (XYZ):
```
9
Properties=species:S:1:pos:R:3:nbo_charge:R:1
C 1.79828 0.88496 -0.15883 0.278
C 0.54958 0.31985 0.11412 -0.824
N -2.77913 0.70743 -0.20154 -0.016
O -3.83394 0.24514 0.22153 -0.300
O 2.86907 0.27846 -0.06533 -0.762
H 1.82609 2.04392 -0.13318 0.043
H 0.54494 -0.74746 0.19580 0.158
H -0.44062 0.67713 -0.17739 0.131
H -1.98970 0.00120 -0.06930 0.292
```

=====

(7)
Below is C5H8O in the gas phase, with properties calculated with wB97M-V/def2-TZVPD.

Computed properties:
Energy relative to the best compared isomer or geometry (same formula, charge and spin) (kJ/mol): 547.7

Structure (XYZ):
```
14
Properties=species:S:1:pos:R:3:nbo_charge:R:1
C -2.04892 0.26963 0.62918 -0.396
C -0.90758 0.08295 -0.73810 0.305
O -0.88974 1.24665 -0.13937 -0.513
C 0.40114 -0.63470 -0.64778 -0.382
C 1.62840 0.23178 -0.83874 -0.388
C 1.35474 -0.35240 0.49714 -0.406
H -3.00938 0.44476 0.16064 0.237
H -1.89321 -0.78256 0.90265 0.231
H -1.89990 0.85154 1.54884 0.206
H 0.42471 -1.62853 -1.08584 0.222
H 1.43615 1.29500 -0.96173 0.224
H 2.43706 -0.17124 -1.43968 0.220
H 1.97095 -1.17670 0.84383 0.219
H 0.99556 0.32381 1.26898 0.219
```

=====

(8)
Below is C3H9N3 in the gas phase, with properties calculated with wB97M-V/def2-TZVPD.

Computed properties:
Energy relative to the best compared isomer or geometry (same formula, charge and spin) (kJ/mol): 587.8

Structure (XYZ):
```
15
Properties=species:S:1:pos:R:3:nbo_charge:R:1
C 1.06977 1.10114 2.27942 -0.377
C -0.42744 -0.55557 0.09275 -0.099
C -0.95858 -0.38111 -2.53536 -0.416
N 1.40568 -0.05590 1.81845 -0.220
N 1.17184 -0.87899 0.87248 -0.344
N -1.13229 0.04597 -1.16650 -0.609
H 0.05806 1.59097 2.13459 0.196
H 1.53418 1.44627 3.26379 0.197
H -0.90579 1.01605 -1.21587 0.354
H 2.31927 -0.45816 2.30513 0.399
H -0.84600 0.02215 0.82822 0.161
H -0.64370 -1.59359 0.17525 0.189
H -0.88878 0.49293 -3.14157 0.190
H 0.05238 -0.96357 -2.74498 0.186
H -1.80859 -0.82858 -2.96579 0.192
```